# 1
{
  "formula": "C6H3Cl2KO3S3",
  "method": "wB97M-V/def2-TZVPD",
  "species": ["K", "Cl", "C", "C", "C", "C", "C", "Cl", "C", "S", "H", "H", "H", "O", "S", "O", "O", "S"],
  "coordinates": [[-0.41106, -2.25420, 0.94184], [1.20063, -1.14402, -1.45174], [0.38001, 0.43550, -1.45127], [1.23509, 1.51079, -1.30786], [0.72177, 2.80135, -1.31955], [-0.64595, 2.95393, -1.48207], [-1.45916, 1.84229, -1.61471], [-3.17715, 2.20214, -1.82261], [-1.02469, 0.50105, -1.59025], [-2.07845, -0.87352, -1.72187], [2.29105, 1.32282, -1.17651], [1.37194, 3.65674, -1.19238], [-1.10925, 3.93127, -1.49919], [0.42712, -4.41574, 4.47690], [0.44389, -3.48471, 3.35594], [0.61315, -4.18708, 2.05490], [-0.80470, -2.67345, 3.29643], [2.02577, -2.12516, 3.50399]],
  "forces_ev_per_angstrom": [[-0.2646, 0.6860, -0.9552], [-0.2830, 0.4784, -0.1786], [0.5499, -0.7134, 0.0099], [-0.1821, 0.1898, -0.0110], [0.0203, -0.1454, 0.0097], [0.0175, -0.0458, 0.0018], [-0.5550, 0.3426, -0.0384], [0.2824, -0.1614, 0.0372], [-0.1103, -0.2406, -0.0796], [0.3385, 0.3178, 0.0687], [0.0104, 0.0146, -0.0019], [-0.0173, 0.0148, -0.0092], [0.0481, 0.0224, -0.0001], [0.1272, -0.0293, 0.1359], [0.5408, 0.2085, 0.5460], [0.0686, -0.2693, 0.1586], [0.0108, -0.1870, 0.4032], [-0.6021, -0.4829, -0.0970]],
  "total_charge": -2
}

---

# 2
{
  "formula": "C6H3I",
  "method": "wB97M-V/def2-TZVPD",
  "species": ["C", "C", "C", "C", "C", "C", "I", "H", "H", "H"],
  "coordinates": [[-1.14545, 1.40270, -0.01103], [-2.46071, 1.01987, 0.03158], [0.29372, 1.52798, 0.07037], [0.89194, 0.30392, 0.06197], [-0.31708, -0.73792, 0.15720], [-1.63825, -0.07790, 0.04086], [3.30739, 0.18469, -0.15119], [0.59270, 2.47546, 0.13531], [-0.03764, -1.61628, -0.55663], [-0.11718, -1.04373, 1.15715]],
  "forces_ev_per_angstrom": [[0.5952, -2.9650, 0.5855], [-2.5541, 1.5629, -0.2604], [-1.8271, -3.1571, -0.4243], [-0.4657, 1.3705, -0.5470], [2.4245, -1.4899, -2.2004], [3.9863, 0.9855, 0.0342], [-2.7719, -0.0921, 0.3509], [2.2086, 3.3563, 0.0940], [-1.0938, 1.3402, 1.3448], [-0.5019, -0.9113, 1.0228]],
  "smiles": "IC1=CC2=C=C2C1"
}

---

# 3
{
  "formula": "C6H3N",
  "method": "wB97M-V/def2-TZVPD",
  "species": ["C", "C", "C", "C", "C", "C", "N", "H", "H", "H"],
  "coordinates": [[-2.58300, -0.02720, 0.09595], [-2.01157, -1.23874, 0.63980], [-1.29632, 0.38837, -0.38513], [0.81340, 0.81815, 0.17386], [2.02065, 0.58030, 0.46002], [-1.11315, -1.02739, -0.46468], [-0.25004, 1.27712, -0.20427], [2.67722, 0.05316, -0.24819], [2.72613, 0.77368, 1.31351], [-0.98333, -1.59745, -1.38086]],
  "forces_ev_per_angstrom": [[-0.6413, 1.2589, -1.1483], [1.3807, 0.6830, 0.1013], [1.0529, -1.7847, 2.9568], [-0.2788, 1.3244, 0.0212], [4.4064, -1.1343, 0.9418], [-1.5233, -0.6920, -1.6114], [-1.9824, 0.2619, -0.8722], [-0.8006, 0.2391, -0.3605], [-1.8487, 0.0696, -0.2617], [0.2351, -0.2259, 0.2331]]
}

---

# 4
{
  "formula": "C6H3N3",
  "method": "wB97M-V/def2-TZVPD",
  "species": ["C", "C", "C", "C", "C", "C", "H", "H", "H", "N", "N", "N"],
  "coordinates": [[0.06610, 2.51431, -0.40955], [-0.38449, 1.43147, -0.02377], [-0.42191, 0.06141, 0.42303], [-1.58792, -0.73491, -0.11767], [0.71122, -0.91128, 0.01441], [2.18579, -0.60408, 0.05339], [0.29522, 3.52333, -0.60484], [-0.55191, -0.01826, 1.58996], [-2.70698, -0.52408, -0.12931], [-1.25283, -2.06730, -0.35571], [0.28204, -2.03631, -0.26829], [3.36566, -0.63431, -0.17165]],
  "forces_ev_per_angstrom": [[-1.8278, -3.1403, 1.4052], [2.4871, 3.2663, -1.0418], [-1.0286, -0.7911, 0.6305], [-0.3299, -5.7432, 0.1368], [0.8061, 2.8787, 1.4973], [3.5807, -1.1938, -1.5416], [0.1611, 0.4286, -0.3052], [0.3723, 0.2579, -1.9357], [1.8229, 0.1378, 0.0743], [1.4242, 6.1049, 0.7949], [-1.9611, -2.7330, -1.0611], [-5.5069, 0.5271, 1.3465]],
  "smiles": "C#C[C@H]1C=NN=C1C#N"
}

---

| no. | calculated total energy (hartree) |
| --- | --- |
| 1 | -3171.1774 |
| 2 | -527.8447 |
| 3 | -284.8589 |
| 4 | -394.5135 |